{"formula": "C4H13NO3", "method": "ωB97M-V/def2-TZVPD", "elements": ["O", "C", "C", "C", "C", "N", "H", "H", "H", "H", "H", "H", "H", "H", "H", "H", "H", "O", "H", "H", "O"], "positions_angstrom": [[0.6381, 1.0873, -0.3314], [-0.0359, 0.6628, 0.5390], [0.0487, -0.6627, 1.0668], [1.4644, -1.3432, 0.7424], [2.6476, -0.2288, 0.8562], [-1.1639, -1.4213, 0.4989], [-0.7921, 1.2370, 0.9771], [-0.0668, -0.6540, 2.2264], [1.3560, -1.7918, -0.3548], [1.5872, -1.9194, 1.7136], [3.0095, 0.0215, 1.8350], [3.5744, -0.7723, 0.4339], [2.5776, 0.6345, 0.3436], [-2.0288, -0.7213, 0.2465], [-1.5268, -1.9080, 1.4245], [0.6778, -2.7947, -3.1135], [-0.5993, -2.4633, -2.2979], [-0.2205, -3.0682, -2.8724], [-3.0044, 5.2523, -1.2021], [-4.2362, 5.8422, -1.3148], [-3.9067, 5.0112, -1.4172]], "mulliken_spin": [0.008, 0.410, 0.902, 0.257, 0.033, 0.524, -0.241, 0.137, -0.043, -0.183, -0.012, 0.004, 0.006, -0.343, -0.472, 0.002, -0.028, 0.013, -0.015, -0.012, 0.054], "de_lowest_kcal_mol": 80.7, "charge": -1, "mol_weight_da": 123.15, "gap_ev": [2.36, 7.81], "lumo_ev": [2.9, 2.9], "max_force_ev_per_a": 5.56, "total_energy_ha": -440.5432, "spin_multiplicity": 2}



{"formula": "C25H30N5RuS5", "method": "ωB97M-V/def2-TZVPD", "elements": ["Ru", "C", "S", "C", "S", "N", "N", "C", "C", "C", "C", "C", "C", "N", "H", "H", "H", "H", "H", "H", "H", "H", "S", "C", "C", "C", "C", "C", "C", "S", "H", "H", "H", "H", "C", "C", "C", "C", "C", "H", "H", "H", "H", "H", "H", "H", "H", "H", "H", "C", "C", "C", "C", "N", "C", "S", "N", "C", "H", "H", "H", "H", "H", "H", "H", "H"], "positions_angstrom": [[-0.5660, 0.8765, 0.2658], [-1.0835, 3.1178, 5.8525], [-2.2019, 3.4659, 4.4724], [-1.5396, 2.4391, 3.1727], [0.1186, 2.8247, 2.7138], [-2.3963, 1.6100, 2.6836], [-2.1374, 0.8786, 1.5701], [-3.1769, 0.1070, 1.1854], [-3.1261, -0.4855, -0.0684], [-4.1359, -1.3571, -0.5810], [-4.0436, -1.8498, -1.8444], [-2.9379, -1.4727, -2.6607], [-1.9844, -0.6429, -2.1151], [-2.0215, -0.1675, -0.8619], [-1.3442, 3.8129, 6.6551], [-0.0555, 3.2767, 5.5338], [-1.2122, 2.0902, 6.1952], [-4.0304, 0.0018, 1.8461], [-4.9679, -1.6231, 0.0638], [-4.8125, -2.5099, -2.2345], [-2.8368, -1.8207, -3.6815], [-1.1305, -0.3084, -2.6944], [1.0354, 0.9836, -1.5397], [0.4578, 2.2899, -2.5661], [1.0114, 2.4674, -3.8444], [0.6332, 3.5151, -4.6748], [-0.3184, 4.4262, -4.2208], [-0.8710, 4.2640, -2.9568], [-0.5126, 3.2004, -2.1082], [-1.2611, 3.0611, -0.5256], [1.7618, 1.7508, -4.1713], [1.0733, 3.6212, -5.6625], [-0.6353, 5.2529, -4.8493], [-1.6122, 4.9680, -2.5902], [2.9851, 2.3034, 2.2351], [2.1965, 0.9895, 2.2550], [2.8062, 0.0756, 1.1892], [2.4016, 0.3104, 3.6179], [0.6558, 1.1951, 2.0274], [4.0635, 2.0958, 2.2494], [2.7457, 2.9283, 3.0995], [2.7556, 2.8694, 1.3260], [3.8629, -0.1253, 1.4316], [2.7554, 0.5378, 0.2061], [2.2716, -0.8809, 1.1588], [3.4702, 0.1426, 3.8235], [1.8896, -0.6564, 3.6323], [1.9883, 0.9325, 4.4219], [0.1675, 0.5254, 2.7370], [1.6222, -2.2678, -3.0420], [1.0701, -3.0086, -1.8754], [1.0976, -4.3743, -1.7693], [0.5611, -4.9536, -0.6118], [0.0873, -4.2654, 0.3791], [0.0690, -2.8854, 0.2995], [-0.4327, -1.8961, 1.5410], [0.5158, -2.3148, -0.8872], [0.5085, -6.4431, -0.4641], [2.0499, -2.9653, -3.7639], [2.3786, -1.5567, -2.7159], [0.8429, -1.6776, -3.5176], [1.5339, -4.9749, -2.5548], [0.4997, -1.2730, -0.9247], [1.2301, -6.9410, -1.1129], [-0.4879, -6.8003, -0.7219], [0.6985, -6.7095, 0.5729]], "mulliken_spin": [0.128, 0.018, 0.008, 0.163, 0.040, -0.107, 0.219, 0.115, 0.095, 0.050, -0.020, 0.195, -0.094, 0.159, -0.002, 0.000, -0.003, 0.019, 0.004, 0.000, 0.016, -0.013, -0.002, 0.011, 0.000, 0.002, -0.001, 0.001, -0.014, 0.012, 0.000, 0.000, 0.000, 0.001, 0.000, -0.001, 0.000, 0.002, -0.010, 0.000, 0.000, 0.000, 0.001, 0.002, -0.001, 0.000, 0.000, 0.000, -0.003, -0.003, -0.001, 0.002, -0.002, 0.001, 0.000, 0.003, 0.002, 0.000, 0.000, -0.001, 0.000, 0.001, 0.010, 0.000, 0.000, 0.000], "de_lowest_kcal_mol": 12.1, "charge": -2, "mol_weight_da": 661.96, "gap_ev": [3.93, 3.99], "lumo_ev": [4.2, 4.2], "max_force_ev_per_a": 1.22, "total_energy_ha": -3330.2851, "spin_multiplicity": 2}



{"formula": "C4H14N2O2", "method": "ωB97M-V/def2-TZVPD", "elements": ["O", "C", "C", "C", "C", "N", "N", "H", "H", "H", "H", "H", "H", "H", "H", "H", "H", "H", "H", "H", "H", "O"], "positions_angstrom": [[-1.1853, -0.5632, -3.0011], [-1.5559, -0.5610, -1.8738], [-0.8448, 0.3020, -0.7764], [0.0327, -0.6078, 0.1063], [-0.3491, -0.3800, 1.5857], [-0.0316, -1.6312, 2.4551], [-0.1449, 1.5251, -1.4176], [-2.3949, -1.1869, -1.4874], [-1.6733, 0.8024, -0.2669], [1.0726, -0.4648, -0.2232], [-0.0281, -1.6773, -0.1506], [-1.4078, -0.1820, 1.7699], [0.1689, 0.4887, 2.0056], [-0.1516, -1.2869, 3.4121], [0.8340, -2.1292, 2.2375], [-0.7761, -2.3077, 2.2592], [-0.0365, 2.2353, -0.6871], [-0.6998, 1.8797, -2.2033], [0.8160, 1.1824, -1.6828], [2.6960, 2.2271, -0.3422], [3.2306, 0.9319, -0.9641], [2.4288, 1.4033, -0.7549]], "mulliken_spin": [0.751, -0.011, 0.156, -0.003, 0.013, 0.002, -0.003, 0.089, -0.003, 0.001, 0.004, 0.000, 0.001, 0.000, 0.000, 0.000, 0.002, 0.001, 0.001, 0.000, 0.000, 0.000], "de_lowest_kcal_mol": 9.8, "charge": 3, "mol_weight_da": 122.17, "gap_ev": [9.25, 5.43], "lumo_ev": [-13.8, -17.7], "max_force_ev_per_a": 2.49, "total_energy_ha": -419.5079, "spin_multiplicity": 2}



{"formula": "C2H5N3S3", "method": "ωB97M-V/def2-TZVPD", "elements": ["C", "C", "N", "N", "N", "S", "S", "S", "H", "H", "H", "H", "H"], "positions_angstrom": [[-0.1067, 0.2088, 0.1645], [0.9346, -1.2558, 2.2655], [0.1305, -0.4787, -0.8223], [1.0806, -2.0466, 1.2126], [-1.4377, 2.1178, -2.2633], [1.2108, -1.4382, 3.7780], [0.0793, 0.3606, 1.8186], [-1.3564, 2.3641, -0.5970], [-0.4478, -0.1870, -1.6612], [1.7887, -2.8019, 1.3683], [0.9886, -1.6990, 0.2910], [-2.2441, 2.3627, -2.8211], [-0.6202, 2.4931, -2.7335]], "nbo_charge": [0.128, -0.084, -0.732, -0.785, -1.005, 0.003, 0.354, 0.111, 0.418, 0.406, 0.424, 0.390, 0.371], "de_lowest_kcal_mol": 63.3, "charge": 0, "mol_weight_da": 167.28, "gap_ev": [7.15, 7.31], "lumo_ev": [-0.7, -0.7], "max_force_ev_per_a": 3.72, "total_energy_ha": -1437.9428, "spin_multiplicity": 1}



{"formula": "C24H36Br33Cl3FN5O2", "method": "ωB97M-V/def2-TZVPD", "elements": ["C", "C", "N", "C", "C", "F", "O", "C", "Cl", "C", "C", "N", "O", "C", "C", "C", "N", "N", "N", "C", "Cl", "C", "C", "Cl", "H", "H", "H", "H", "H", "H", "H", "H", "H", "H", "H", "H", "H", "H", "H", "H", "H", "H", "H", "H", "H", "H", "H", "H", "H", "C", "Br", "Br", "Br", "H", "C", "Br", "Br", "Br", "H", "C", "Br", "Br", "Br", "H", "C", "Br", "Br", "Br", "H", "C", "Br", "Br", "Br", "H", "C", "Br", "Br", "Br", "H", "C", "Br", "Br", "Br", "H", "C", "Br", "Br", "Br", "H", "C", "Br", "Br", "Br", "H", "C", "Br", "Br", "Br", "H", "C", "Br", "Br", "Br", "H"], "positions_angstrom": [[-2.6560, 3.1284, -2.9618], [-3.4804, 1.9231, -3.3780], [-3.1359, 1.2579, -4.4164], [-4.7218, 1.5721, -2.5497], [-4.5798, 0.3238, -1.6794], [-4.5219, -0.7712, -2.5613], [-5.6741, 0.1257, -0.8191], [-6.9589, 0.1790, -1.3638], [-7.7561, 1.7662, -1.0730], [-3.3444, 0.2437, -0.7439], [-3.1632, 1.4677, 0.1713], [-3.1240, 1.0881, 1.5988], [-2.2304, -0.0004, -1.5630], [-1.2329, -0.8798, -1.0574], [0.1549, -0.2146, -1.2005], [0.9669, -0.0569, 0.1109], [1.6287, -1.3232, 0.4203], [2.0187, 0.9665, -0.0690], [0.1433, 0.3869, 1.2425], [-1.3169, -2.2123, -1.7934], [-1.3027, -2.0478, -3.5211], [-1.3821, -3.4504, -1.2426], [-1.4492, -4.7562, -2.0000], [-1.4177, -3.6298, 0.4962], [-3.1785, 3.7428, -2.2156], [-2.4420, 3.7338, -3.8493], [-1.7059, 2.7754, -2.5354], [-3.7719, 0.4724, -4.5741], [-5.5409, 1.4183, -3.2697], [-5.0127, 2.4260, -1.9236], [-7.5778, -0.5609, -0.8522], [-6.9635, -0.0065, -2.4437], [-3.5631, -0.6124, -0.0790], [-4.0141, 2.1456, 0.0558], [-2.2673, 2.0165, -0.1516], [-2.5955, 0.2313, 1.7325], [-2.6637, 1.8056, 2.1506], [-1.4266, -1.0866, -0.0010], [0.7751, -0.8373, -1.8609], [0.0399, 0.7540, -1.7075], [1.2450, -1.7605, 1.2513], [2.5944, -1.1110, 0.6445], [2.4337, 0.8717, -0.9909], [1.6110, 1.8939, -0.0068], [-0.3763, -0.3969, 1.6250], [-0.5288, 1.0777, 0.9201], [-0.7400, -4.7390, -2.8358], [-2.4578, -4.9032, -2.4087], [-1.1984, -5.5984, -1.3472], [-3.8238, 0.1472, -7.2808], [-4.6156, -1.3886, -6.4277], [-3.1925, -0.2690, -9.0479], [-5.0287, 1.6419, -7.2841], [-2.9706, 0.4391, -6.6812], [3.9835, 0.0202, 4.1703], [4.6361, -1.5236, 3.2176], [4.6706, 0.0698, 5.9630], [4.3581, 1.6479, 3.2357], [2.9088, -0.0793, 4.2494], [5.6187, 2.4638, 9.4195], [6.9377, 3.1316, 8.1902], [5.9378, 3.0959, 11.2074], [3.8432, 2.8860, 8.8225], [5.7079, 1.3871, 9.4389], [0.1217, 0.7184, 6.4214], [0.2864, 0.1301, 4.5927], [1.0537, -0.4251, 7.6540], [0.6375, 2.5596, 6.6050], [-0.9281, 0.6592, 6.6701], [-2.7051, -0.6177, -13.2419], [-2.3871, 1.1713, -12.6175], [-1.9216, -1.9298, -12.0718], [-4.5778, -0.9508, -13.5128], [-2.2164, -0.7129, -14.2005], [8.7944, -2.0876, 4.8843], [7.4798, -3.3512, 5.4857], [8.4537, -1.4918, 3.0862], [8.9680, -0.6110, 6.1013], [9.7437, -2.6027, 4.8673], [-6.6028, 5.9378, -0.1490], [-8.3260, 5.4152, -0.8229], [-5.7614, 4.5056, 0.8150], [-5.4637, 6.6296, -1.5385], [-6.7676, 6.7390, 0.5566], [10.7920, -6.1499, 4.5064], [9.3001, -7.2823, 4.9401], [10.5329, -5.2669, 2.8206], [11.1156, -4.8769, 5.9077], [11.6678, -6.7767, 4.4225], [-7.5067, 5.3333, -4.9103], [-9.2362, 4.8561, -5.5977], [-6.6952, 3.8681, -3.9746], [-6.3514, 6.0114, -6.2897], [-7.6525, 6.1273, -4.1900], [6.0373, -9.1362, 6.0651], [4.9547, -7.7727, 5.2513], [6.0850, -8.9539, 7.9773], [5.4763, -10.8958, 5.5336], [7.0478, -9.0043, 5.7070], [7.1839, 3.5967, 1.0593], [6.9223, 4.7785, 2.5531], [7.8122, 1.8768, 1.6334], [5.5794, 3.4408, 0.0063], [7.9440, 4.0329, 0.4278]], "lowdin_charge": [-0.026, -0.384, 0.155, -0.105, -0.419, 0.044, -0.083, -0.540, 0.558, -0.217, -0.188, 0.025, -0.102, -0.357, -0.071, -0.649, 0.103, 0.081, 0.078, -0.606, 0.749, -0.688, -0.130, 0.677, 0.067, 0.086, 0.075, -0.010, 0.082, 0.079, 0.092, 0.094, 0.167, 0.068, 0.113, 0.047, 0.072, 0.085, 0.113, 0.121, 0.059, 0.049, 0.079, 0.075, 0.033, 0.058, 0.069, 0.089, 0.065, -1.652, 0.591, 0.556, 0.573, -0.054, -1.626, 0.558, 0.544, 0.559, -0.125, -1.657, 0.563, 0.574, 0.542, -0.031, -1.619, 0.627, 0.577, 0.573, -0.033, -1.648, 0.562, 0.550, 0.574, -0.032, -1.646, 0.549, 0.533, 0.576, -0.102, -1.619, 0.568, 0.594, 0.572, -0.030, -1.622, 0.586, 0.591, 0.606, -0.027, -1.642, 0.587, 0.583, 0.579, -0.048, -1.671, 0.567, 0.573, 0.577, -0.090, -1.643, 0.568, 0.537, 0.550, -0.031], "charge": 0, "mol_weight_da": 3188.77, "gap_ev": 8.77, "lumo_ev": -0.3, "max_force_ev_per_a": 1.28, "total_energy_ha": -87783.1229, "spin_multiplicity": 1}